ORCA calculation (ωB97M-V/def2-TZVPD) on a 2-piece molecular cluster, C36H37N4O5 overall.

As for the spin multiplicity: 1. The charge is -1. The calculation puts the frontier orbital gap at 3.81 eV. Its total energy is -1989.338028 Ha. The value obtained for the LUMO energy is 0.0466 Ha. For the HOMO energy, the calculation gives -2.54 eV.

```
82
C36H37N4O5 | OMol25 | ωB97M-V/def2-TZVPD
C 0.82016 -4.66749 0.42678
H -3.63051 -2.04685 3.11205
H 6.52122 1.09560 4.50320
H -5.20212 -0.35342 5.12300
H 3.89297 -2.75656 2.91486
H 2.26478 -5.63039 1.64177
N 4.65623 1.11214 3.57272
H -1.26746 -7.54058 2.73851
C 0.85243 -6.30088 3.80245
C -0.73762 0.45593 4.31378
C -3.82168 -1.70548 4.13475
C -3.02417 0.99148 3.67255
H -4.23365 -2.54907 4.69047
H 6.04122 -5.89427 5.33418
C 3.16535 -3.47354 -2.17507
N 0.45725 -5.74093 2.64941
C -1.25900 -7.62213 3.82732
O 5.71473 -0.79437 2.86146
C 2.24862 -6.15259 4.27539
H -0.90053 3.54657 2.91462
H 4.15714 -2.08002 1.31475
H 0.72381 -6.89648 6.51436
C -2.28652 -8.30392 4.48482
H -5.57490 3.35090 1.94489
H 6.46649 1.88322 2.89834
H 1.04066 -3.82905 -2.20838
C 4.44117 -5.02940 4.15970
O 1.13596 -0.67912 2.60208
H -3.80544 3.97207 3.40880
C -1.19211 -7.86359 6.61304
H 5.07343 -4.23249 3.75695
O -0.31391 -4.35255 0.13704
C 3.48159 -2.07647 2.16930
H -6.13822 0.96233 2.57517
C 1.23220 -5.25058 1.73376
N -4.32036 0.60257 3.48393
H -5.73384 -0.90279 3.52394
C -4.81098 2.58600 2.10202
H -0.01367 -0.24015 4.73176
H -1.19023 -7.94708 7.70273
H -3.09366 -8.89749 6.40273
O 1.88842 -4.50979 -0.40341
C 4.99072 -5.97603 5.03608
C 4.18657 -7.02420 5.49667
H 3.35476 -4.38302 -2.76009
C 1.12960 2.03404 3.71303
H 1.35311 3.10276 3.83353
C 2.84332 -7.11850 5.12234
C -0.26564 1.67748 3.78145
C -4.85242 -0.59646 4.10270
C -2.26323 -8.40605 5.88667
N 3.42359 -0.74352 2.72447
H -3.09820 -8.75666 3.89911
C 2.18181 -0.11734 2.93402
C -2.07420 0.10236 4.25776
H 5.71659 2.68925 4.30504
H -4.60562 2.11750 1.13376
C -1.23377 2.58253 3.29376
C 5.93304 1.73030 3.84024
H -3.04421 3.79778 1.82457
C 1.81213 -3.55442 -1.48203
H -2.66108 -1.16852 5.85960
O 3.63035 3.05005 4.18616
H -1.73099 -1.96968 4.59179
C -0.16954 -7.07251 4.54194
C 3.09320 -5.11984 3.80221
H 3.21305 -2.61010 -2.85317
C 3.51454 1.89033 3.78478
C -5.34104 1.53752 3.06176
C -0.13552 -7.24153 5.94449
C -2.57320 2.26228 3.21293
C 4.66857 -0.17722 3.04440
H 2.48949 -2.39979 1.86714
C 2.22231 1.23876 3.52514
H -5.79231 2.01761 3.94897
H 3.98716 -3.37485 -1.45304
H 1.55219 -2.57672 -1.06522
C -3.53797 3.24073 2.63001
H 4.62229 -7.77465 6.15496
H 2.70062 -4.38723 3.09853
H 2.26638 -7.97030 5.47465
C -2.51826 -1.22826 4.77012
```

Computed Mulliken charges, given in elementary charges: 0.129 0.315 0.320 0.276 -0.208 0.716 -0.029 0.381 -0.570 -1.039 -0.883 0.253 0.372 0.335 -1.178 -0.563 -0.395 -0.628 0.767 0.431 0.365 0.500 -0.513 0.371 0.319 0.316 -0.641 -0.704 0.302 -0.711 0.375 -0.707 -0.728 0.392 -0.408 0.051 0.375 -0.843 0.518 0.347 0.327 -0.264 -0.612 -0.783 0.308 -0.382 0.422 -0.363 0.485 -0.585 -0.347 0.207 0.339 1.031 0.819 0.380 0.312 -1.391 -1.177 0.401 -0.139 0.297 -0.719 0.495 0.445 -0.053 0.369 0.547 -0.637 -0.441 0.775 0.506 0.356 -0.127 0.290 0.276 0.230 -0.986 0.356 0.655 0.585 -0.983